(1)
Formula: C25H35Cl27NO5PS
Source: the Open Molecules 2025 dataset
Level of theory: ωB97M-V/def2-TZVPD

E_HOMO = -0.3202 Eh
E_LUMO = -1.036 eV

Structure (XYZ):
```
95
C25H35Cl27NO5PS (ωB97M-V/def2-TZVPD)
Cl -12.2629 2.9035 -8.7486
Cl -2.2737 1.4701 7.0896
Cl -0.1458 -6.5609 -2.1666
Cl -2.1141 2.0832 4.2572
Cl -2.8716 -7.3381 -1.5232
Cl 3.4065 -5.5691 1.6061
Cl -9.1340 -3.0351 -7.7153
Cl -2.4660 6.1168 1.7656
Cl 4.3924 -7.9598 0.2961
Cl -2.4518 -5.0593 -3.2670
Cl -4.6294 1.2128 5.4125
Cl 2.6857 -6.1155 -1.1587
Cl -6.7744 -1.4528 -8.3148
Cl -3.6375 4.3253 -0.1978
Cl -3.7147 -2.5986 -3.3197
Cl 3.4467 0.9083 7.7414
Cl -10.0592 1.1929 -7.9452
Cl -5.0754 -1.2184 -5.4845
Cl 5.1797 5.0044 6.2774
Cl -8.3526 -0.8768 -5.9347
Cl 3.9358 5.2450 3.6572
Cl 5.2816 0.9069 5.4899
Cl 6.8288 5.2264 3.8991
Cl 2.4160 1.0616 5.0295
Cl -3.3538 0.2669 -3.6876
Cl -1.4497 6.0788 -0.9529
Cl -10.5928 1.6479 -10.7628
S -3.2094 -0.9666 -0.2151
P 3.0705 2.9835 0.7727
O 1.5471 -1.0110 -1.9902
O -0.0094 2.2649 1.0159
O 3.8469 3.7136 -0.4196
O 4.1208 2.6413 1.9227
O 2.1276 3.9341 1.3427
N 0.2014 -1.2698 3.1065
C 5.1122 0.5371 -0.3717
C -2.1513 5.1146 0.3467
C 5.2301 -0.2213 2.1034
C 5.0180 -0.6271 0.6407
C 1.6226 -0.5120 -0.9022
C -4.4795 -1.0840 -3.8305
C 0.3790 -2.4164 0.2286
C 4.0104 1.4840 -2.5129
C 0.3254 -0.0341 1.0599
C -3.1397 2.1141 5.6922
C -1.8175 -6.6341 -2.7501
C -0.5441 -0.3361 2.2392
C 0.7283 -0.9595 0.2109
C 3.7428 1.5078 6.1086
C 3.9036 0.5179 -1.3011
C -8.3961 -1.4360 -7.6111
C -1.7940 -1.8184 -1.0017
C 3.0491 -6.8229 0.4201
C 5.3133 5.7062 4.6624
C 0.7515 1.3665 0.8055
C 2.5857 0.5993 -0.5905
C 2.1374 1.5308 0.2435
C -1.0941 -2.7288 0.0171
C -10.6372 2.3533 -9.1472
C -0.3176 -1.3102 4.4688
H 5.3242 1.4982 0.0784
H 2.1752 -7.3662 0.7539
H -1.8213 -7.2820 -3.6160
H 4.0818 -1.1680 0.5346
H 5.7726 0.7113 2.1534
H -0.7341 0.5797 2.8003
H 5.7135 -0.9785 2.7035
H -1.1447 -3.7434 -0.3701
H -2.7824 0.2755 0.0726
H 3.7941 2.5866 6.1485
H -0.7795 -0.3771 4.7834
H -9.0032 -0.7432 -8.1786
H -1.6541 -2.7619 0.9394
H 4.0674 0.9012 -3.4225
H -3.4000 3.1427 5.9002
H -1.1271 -1.1397 -1.5186
H 4.1325 3.4694 2.4426
H 1.1677 -0.9769 3.1375
H 3.1133 2.0791 -2.6063
H -1.0066 -2.1369 4.6042
H -2.2638 -2.4289 -1.7679
H 0.9464 -2.9041 -0.5516
H -1.4378 4.3473 0.6238
H -9.9762 3.2089 -9.1325
H 4.2511 0.0108 2.5081
H -1.4725 -0.8198 1.9644
H 4.7793 3.8074 -0.1910
H 4.8979 2.0948 -2.4332
H -5.3220 -0.8974 -3.1779
H 5.3094 6.7831 4.7629
H 5.9673 0.3155 -1.0026
H 0.7599 -2.8210 1.1549
H 5.7940 -1.3453 0.3962
H 0.4994 -1.5027 5.1569
H 3.9307 -0.4653 -1.7566
```

(2)
Formula: C25H35F2O2Si2
Source: the Open Molecules 2025 dataset
Level of theory: ωB97M-V/def2-TZVPD

E_HOMO = -0.3650 Eh
energy above the lowest of the compared OMol25 structures with the same formula, charge and spin = 1.329 eV
E_LUMO = -6.302 eV
net charge = +1

Structure (XYZ):
```
66
C25H35F2O2Si2 (ωB97M-V/def2-TZVPD)
Si 2.4870 1.0282 2.3011
Si -2.2962 1.0613 2.9029
F 0.1341 2.2860 -2.9122
F 5.1357 -1.4848 -1.3820
O -1.1812 0.2676 1.8835
O 1.2137 0.2884 3.1465
C 3.3301 -4.6357 -1.2190
C -2.6496 -0.0256 4.3699
C 0.3304 -2.4650 -1.7063
C -1.1472 -2.1561 1.5684
C -0.4707 1.0485 -2.8126
C -0.7399 -3.3547 2.4155
C -0.5278 -0.9033 2.0776
C 0.7690 -3.3724 2.6691
C 2.8071 -1.9028 -1.6255
C -3.7548 1.2883 1.7681
C 0.6677 -0.9093 2.7509
C -1.7119 -1.3698 -2.4835
C 2.7482 2.5939 3.2728
C -1.4657 2.6639 3.3571
C 1.7913 1.2947 0.5951
C -1.8390 0.9882 -3.0430
C 1.7101 -2.8115 -1.5937
C 2.0316 -4.1952 -1.4079
C 1.1708 -2.1259 3.4374
C -2.4509 -0.2663 -2.8787
C 4.0903 -2.3880 -1.4050
C 4.4047 -3.7282 -1.2128
C 0.3231 -0.0465 -2.4867
C 3.9345 -0.1423 2.4100
C -0.3070 -1.2955 -2.2206
H 4.8075 0.3050 1.9139
H 3.7379 -1.1100 1.9279
H -1.2815 3.2743 2.4623
H 1.8428 3.2172 3.2939
H -4.1050 0.3220 1.3792
H 3.0309 2.3757 4.3133
H 2.2575 -2.0835 3.5648
H -0.8294 -2.3277 0.5192
H -2.1101 3.2447 4.0340
H 1.3978 0.0841 -2.4410
H 3.5249 -5.7022 -1.0980
H 0.6969 -2.1491 4.4370
H -3.0439 -1.0062 4.0732
H -4.5958 1.7693 2.2858
H -2.1819 -2.3535 -2.3944
H 1.4914 0.3523 0.1182
H 0.9001 1.9352 0.6250
H -1.7507 -0.1849 4.9802
H 3.5570 3.1815 2.8170
H -2.4103 1.8712 -3.3376
H 1.3042 -3.4160 1.7088
H -0.5060 2.4946 3.8629
H -0.3531 -3.3035 -1.5382
H 1.2017 -4.9074 -1.4565
H 2.5422 1.7761 -0.0455
H -1.2567 -3.3004 3.3818
H -3.4036 0.4603 5.0079
H -2.2370 -2.0590 1.5741
H 1.0394 -4.2618 3.2560
H -1.0459 -4.2843 1.9139
H -3.5146 -0.3794 -3.0892
H 2.6765 -0.8435 -1.8184
H 4.2027 -0.3327 3.4598
H -3.4782 1.9144 0.9081
H 5.4328 -4.0597 -1.0605
```

(3)
Formula: C25H35F5N3O5
Source: the Open Molecules 2025 dataset
Level of theory: ωB97M-V/def2-TZVPD

E_HOMO = -0.4076 Eh
E_LUMO = -4.233 eV
net charge = +1

Structure (XYZ):
```
73
C25H35F5N3O5 (ωB97M-V/def2-TZVPD)
F -3.5389 -2.8778 3.0465
F -1.0272 3.1003 -0.5221
F 0.0854 -0.3658 -3.9859
F -2.6009 -1.8113 4.8487
F -2.4608 -4.1441 4.7666
O -0.0009 -2.8491 4.0801
O 2.4641 -4.7532 1.2406
O 4.0390 -3.9903 -0.3238
O -0.0082 3.1083 -2.5604
O -1.5198 1.2342 -4.2526
N -0.3228 0.0739 -1.1306
N -0.8656 1.0030 -2.0177
N 0.8223 -1.7566 0.8475
C 3.8015 2.8675 0.6097
C 5.8875 3.3467 -1.1477
C -1.0461 -0.0072 0.2212
C -2.6512 -0.1421 -0.1014
C -0.7608 0.6421 -3.4358
C -3.5064 1.1547 0.3297
C 1.4155 -4.0856 -0.9084
C -1.0884 -2.8502 3.1039
C -1.0812 -1.3960 2.4124
C 1.1758 0.0529 -0.9979
C -0.6443 2.4108 -1.7174
C 1.5487 -1.4400 -0.4117
C -4.9216 3.1317 -0.8758
C 1.5349 -2.5972 -1.5309
C 1.7925 1.0553 0.1062
C 2.6801 -4.2889 0.0825
C 5.1360 3.6256 0.2087
C -5.7774 0.6926 -1.0572
C -4.4051 1.5815 -0.9451
C 3.1764 3.2833 2.0337
C -0.6215 -1.4358 0.8411
C 3.1655 1.7661 -0.3477
C -2.4549 -2.9578 3.9827
C 3.9555 1.4766 -1.6594
C 5.2833 2.2460 -2.0711
H -0.3216 -0.7164 2.9424
H -3.0535 -1.0231 0.5432
H 1.6183 0.1657 -2.0461
H -2.1127 -0.8683 2.4963
H 2.5456 -2.5166 -2.0969
H -6.6321 1.1750 -0.4363
H 5.7779 1.9806 -3.0803
H 2.6665 -1.3276 -0.1032
H -6.1779 0.6740 -2.1470
H -5.1789 3.4040 -1.9770
H 3.6292 4.3027 2.3444
H -5.6128 -0.4053 -0.7567
H -0.9845 -3.7175 2.3532
H -1.2513 -2.2366 0.2791
H -0.5677 -0.8595 -1.5552
H 0.4057 -4.1482 -0.3597
H -0.8509 0.8975 0.8899
H -4.1264 3.8536 -0.4804
H 1.4882 -4.8187 -1.8010
H 2.0405 0.5266 1.1119
H 0.7216 -2.4138 -2.3290
H -4.2645 0.8241 1.1481
H 6.8311 3.8836 -1.5005
H -2.8410 -0.4880 -1.1965
H 4.3217 -4.8271 -0.7902
H 1.3158 -1.4240 1.6913
H 5.6257 4.4218 0.8910
H -3.8633 1.3947 -1.9581
H -5.9327 3.2116 -0.3121
H 0.7384 -3.4244 3.7713
H 1.0759 1.9187 0.4047
H -2.9014 2.0082 0.7923
H 3.5714 2.5295 2.8279
H 2.0336 3.2597 2.0763
H 3.6064 0.6795 -2.3986
```

(4)
Formula: C25H35F5O6P2PdS
Source: the Open Molecules 2025 dataset
Level of theory: ωB97M-V/def2-TZVPD

E_HOMO (spin up / spin down) = -0.2797 / -0.2797 Eh
energy above the lowest of the compared OMol25 structures with the same formula, charge and spin = 0.750 eV
E_LUMO (spin up / spin down) = -0.654 / -0.649 eV

Structure (XYZ):
```
75
C25H35F5O6P2PdS (ωB97M-V/def2-TZVPD)
Pd 0.0281 0.2787 0.0080
S -0.4127 -1.4457 -1.6535
P -1.2961 -1.3618 2.5422
P 1.4218 -2.2234 1.5926
F -2.5121 -3.3857 -2.4363
F -4.3682 1.7057 -2.5168
F -5.9877 -0.3432 -3.2355
F -5.0600 -2.8939 -3.1473
F -1.8346 1.2390 -1.7624
O -2.7508 -1.9613 2.2771
O 1.7831 -0.9471 0.9479
O 2.1779 -3.3764 0.8266
O -1.0360 -1.4652 4.0982
O 1.8304 -2.2856 3.1316
O -1.1117 0.0431 2.1367
C -2.9385 -2.1213 -2.4634
C -0.3408 -3.1806 5.6432
C 2.0942 -4.8147 0.9050
C -2.0601 -1.0966 -2.0945
C 2.3203 -0.1378 4.1490
C 2.2071 4.0188 0.0304
C -2.5262 -1.9512 5.9053
C -3.9048 -1.0729 2.2048
C -0.3375 -2.6420 1.6826
C 0.9908 3.9262 2.0990
C -5.1003 -1.8843 2.6654
C 3.7037 -2.2055 4.6308
C -4.7305 -0.5872 -2.8692
C 1.8826 4.5770 1.2582
C 2.9151 -1.4208 3.6005
C -2.5971 0.1954 -2.1329
C -3.8974 0.4571 -2.5091
C -1.5233 -2.5447 4.9316
C 0.7608 2.1633 0.4872
C 2.1110 -5.3164 2.3396
C -4.2475 -1.8830 -2.8327
C 1.6494 2.8050 -0.3559
C -4.0497 -0.5546 0.7843
C 0.4288 2.7133 1.7158
C 0.8961 -5.3223 0.1170
H 2.8984 4.5263 -0.6308
H 2.1609 -6.4049 2.3456
H -3.1441 -0.0221 0.4954
H -5.9888 -1.2559 2.7159
H 1.2112 -5.0031 2.8729
H 1.9084 2.3748 -1.3175
H -3.7378 -0.2272 2.8782
H -0.7294 -2.6951 0.6637
H 0.8119 -4.7785 -0.8244
H -0.0321 -5.2004 0.6768
H 1.6396 -0.3570 4.9730
H -0.6652 -4.0772 6.1716
H 3.0074 -5.1363 0.4032
H 4.5049 -1.5821 5.0262
H 0.7323 4.3582 3.0583
H -4.9098 -2.3075 3.6524
H -2.0241 -3.2810 4.2966
H 3.0539 -2.5132 5.4521
H -2.8954 -2.7231 6.5805
H -3.3670 -1.5081 5.3706
H 4.1436 -3.0952 4.1794
H -0.5031 -3.5944 2.1887
H 3.1188 0.5152 4.5016
H 3.5557 -1.1823 2.7507
H 0.4404 -3.4352 4.9285
H 1.7676 0.3791 3.3633
H -5.2787 -2.7022 1.9662
H 1.0242 -6.3816 -0.1053
H -2.0404 -1.1694 6.4902
H 2.9758 -4.9225 2.8729
H -4.2120 -1.3858 0.0950
H 2.3211 5.5204 1.5585
H -4.8942 0.1325 0.7224
H -0.2654 2.2099 2.3773
H 0.0743 -2.4769 6.3669
```

(5)
Formula: C25H35N2Os
Source: the Open Molecules 2025 dataset
Level of theory: ωB97M-V/def2-TZVPD

multiplicity = 5
⟨S²⟩ = 6.07
E_HOMO (spin up / spin down) = -0.3367 / -0.4009 Eh
energy above the lowest of the compared OMol25 structures with the same formula, charge and spin = 0.441 eV
E_LUMO (spin up / spin down) = -1.974 / -4.235 eV
net charge = +1

Structure (XYZ):
```
63
C25H35N2Os (ωB97M-V/def2-TZVPD)
Os -0.0786 0.8446 -0.4515
N 2.6818 1.4944 2.7373
N 1.4919 1.2783 0.8982
C 3.0322 2.5206 1.8900
C 1.8067 -0.2461 -3.3802
C 2.3099 2.3888 0.7616
C -1.5619 2.3142 -0.3770
C -0.1390 -3.1419 1.8915
C -1.3886 3.7432 -0.7872
C 0.2600 -3.0039 0.4932
C 1.7249 0.7439 2.1238
C 2.7705 -1.3911 -3.1116
C -0.0948 -4.1994 -0.2336
C 0.8093 1.6772 -2.1260
C -0.6282 -4.2043 2.5225
C -1.2398 2.6829 2.1780
C 0.4368 -0.7877 -3.7032
C -2.5118 1.3470 -2.6080
C 1.8942 0.7489 -2.4331
C -2.0773 0.0445 -0.3714
C -1.6896 0.4157 0.9570
C -1.8088 -0.4171 2.1946
C -2.0050 1.2129 -1.2017
C -1.0033 -5.3205 1.6985
C -1.4124 1.8213 0.9631
C -0.7824 -5.3066 0.3336
C -2.7153 -1.2654 -0.7504
C 3.2601 1.2868 4.0631
H 0.4569 -1.8718 -3.8347
H -0.1950 -0.6220 -2.8220
H -0.5302 3.4918 1.9827
H 0.1677 -4.2415 -1.3193
H -2.7654 -0.2285 2.6987
H 2.8028 0.8474 -1.8575
H 0.1160 1.9129 -2.9485
H 3.1195 -1.3134 -2.0944
H 4.3486 1.1724 3.9739
H 2.2325 -2.3331 -3.1801
H -1.7169 -1.4864 1.9588
H -1.4386 -6.1703 2.1976
H 3.0707 2.1617 4.7002
H -2.2044 3.1363 2.4509
H -1.8272 1.9524 -3.2058
H 3.6403 -1.4605 -3.7788
H -2.2864 -2.0783 -0.1616
H 2.8332 0.3989 4.5254
H -1.0039 -0.1827 2.8935
H -2.5614 -1.4725 -1.8133
H 1.1909 2.6059 -1.6723
H -0.8907 2.0912 3.0290
H -3.7985 -1.2314 -0.5579
H -2.3165 4.3057 -0.6285
H 2.2856 3.0057 -0.1286
H -0.0701 -0.3505 -4.5668
H -1.1271 -6.1010 -0.3253
H 1.2599 -0.1378 2.5607
H -3.4885 1.8499 -2.6086
H 3.7778 3.2672 2.1420
H 0.7087 -2.3354 -0.2508
H -0.8150 -4.2392 3.5672
H -2.6152 0.3630 -3.0733
H -1.1036 3.8098 -1.8392
H -0.5976 4.2031 -0.1845
```

(6)
Formula: C25H35N3O20S5
Source: the Open Molecules 2025 dataset
Level of theory: ωB97M-V/def2-TZVPD

E_HOMO = -0.3545 Eh
energy above the lowest of the compared OMol25 structures with the same formula, charge and spin = 0.000 eV
E_LUMO = 0.085 eV

Structure (XYZ):
```
88
C25H35N3O20S5 (ωB97M-V/def2-TZVPD)
S -3.3679 3.8101 0.1045
S 2.9556 -0.6365 5.7255
S 2.6437 -0.0956 -3.3055
S -3.1298 0.1278 -3.7906
S 5.8069 2.4546 1.2955
O -2.5883 3.5364 -1.0467
O 2.8935 -1.5554 4.6187
O 4.7209 2.5272 0.1836
O 2.3111 -0.8516 6.9708
O 5.2615 2.5622 2.5730
O -2.4870 3.5889 1.3964
O -4.1118 0.8050 -4.7415
O 6.8922 3.2770 0.8483
O 3.8629 -0.2579 -2.6181
O 6.1731 0.9377 1.0011
O 2.1340 1.4263 -3.2154
O -3.5500 0.9697 -2.5243
O 2.7746 -0.1710 -4.8441
O -3.9658 5.1003 0.2337
O 2.4727 0.7829 5.2487
O 1.6258 -0.9399 -2.8883
O -3.5125 -1.2459 -3.6757
O -1.7483 0.4826 -4.0873
O 4.3970 -0.1386 6.0348
O -4.4275 2.6539 0.4849
N -4.8584 -1.1462 1.6194
N 0.2527 -4.5791 0.7935
N 0.7258 2.0964 1.6087
C 0.3637 2.6524 0.4254
C 5.1320 0.2279 0.3219
C 3.5369 1.6738 4.7749
C 0.0405 1.8739 -0.6939
C -5.1631 -3.1849 0.5557
C -3.7602 1.6360 1.1563
C -5.5924 -1.9415 0.8711
C 4.0264 1.2620 0.2669
C 1.5265 0.4047 -5.3623
C 1.3105 -5.3854 0.6438
C 4.7721 0.8161 5.0348
C 1.3573 -4.9637 -1.7327
C -3.9159 -3.6445 0.9452
C 0.9510 0.7993 1.6928
C -0.2507 -4.0144 -0.3156
C -4.8096 1.6663 -2.6235
C 1.8669 -5.6298 -0.6528
C -2.7411 2.3287 2.0075
C 0.1223 0.5287 -0.5660
C -3.1706 -2.8127 1.6799
C 0.6105 -0.0658 0.6363
C -3.7007 -1.5875 2.0372
C 1.5251 1.6912 -4.5107
C -5.2456 1.5103 -4.0530
C 0.2358 -4.1932 -1.5708
H -3.5455 -4.6143 0.6925
H -4.6446 2.7051 -2.3367
H -1.2131 -3.3667 -0.1269
H -2.1757 -3.1363 2.0283
H -5.4295 2.4357 -4.5118
H -3.1310 -0.8782 2.6354
H 5.5653 -0.1406 -0.5838
H 4.7482 -0.6662 0.8279
H -0.2181 -3.6222 -2.3868
H 3.4233 1.9228 3.7489
H 1.7985 -5.0225 -2.7123
H 2.1392 2.4820 -4.9199
H -5.5889 1.1698 -2.0064
H -4.5244 1.0248 1.6461
H 5.5867 1.3799 5.4564
H 1.7132 0.5968 -6.4533
H 3.3718 1.1667 1.1008
H -5.7968 -3.8919 0.0133
H 1.2870 0.4118 2.6098
H -3.0834 2.5036 3.0358
H 5.1039 0.2338 4.1524
H -0.4161 2.3058 -1.5712
H -1.8890 1.7387 1.9836
H 1.8870 -5.7236 1.5207
H -3.2440 1.0248 0.4643
H 0.4684 1.9296 -4.4374
H 3.3854 1.2357 -0.5990
H -6.0154 0.7198 -4.0517
H 0.2009 3.7310 0.4647
H 3.4000 2.5110 5.4779
H -6.5648 -1.5996 0.5372
H 0.8538 -1.1025 0.7299
H 0.6959 -0.2801 -5.2462
H -0.0626 -0.1343 -1.4107
H 2.7297 -6.2198 -0.7434
```